Run w
Here is a 2-piece molecular cluster, CHClFO3 overall from OMol25. Energies are from wB97M-V/def2-TZVPD.

Each atom is followed by the atoms it is bonded to, with distances in Å.
Positions of all 7 atoms, in Å:
1 C 0.364 -0.322 0.403  F5 1.282, Cl6 1.578, H7 1.119
2 O 3.319 0.880 -0.297  O4 1.252
3 O 3.592 -1.031 0.537  O4 1.248
4 O 4.125 -0.019 0.039  O2 1.252, O3 1.248
5 F 0.216 -0.146 1.664  C1 1.282
6 Cl 1.030 -1.612 -0.214  C1 1.578
7 H -0.105 0.548 -0.123  C1 1.119

Values from the calculation:
Molar mass ... 115.5 g/mol
LUMO (spin up / spin down) ... -7.93 / -7.93 eV
Charge ... +1



Run x
Here is a 2-piece molecular cluster, CHClFO3 overall from OMol25. Energies are from wB97M-V/def2-TZVPD.

Each atom is followed by the atoms it is bonded to, with distances in Å.
Positions of all 7 atoms, in Å:
1 C -0.362 -0.948 0.417  O3 1.179, O4 1.774, Cl6 1.588
2 O 1.591 -1.859 -0.734  O4 1.187
3 O 0.175 -1.465 1.331  C1 1.179
4 O 0.642 -1.207 -1.022  C1 1.774, O2 1.187
5 F -0.110 2.488 0.314  H7 0.892
6 Cl -1.662 -0.252 -0.171  C1 1.588
7 H -0.274 3.243 -0.134  F5 0.892

Values from the calculation:
Molar mass ... 115.5 g/mol
LUMO (spin up / spin down) ... -8.96 / -8.96 eV
Charge ... +1



Energies relative to the most stable structure are run w 71.6; run x 0.0, reported in kcal/mol.